# C42H60F3GeN5O2P3PbS2

C42H60F3GeN5O2P3PbS2 as an isolated structure (wB97M-V/def2-TZVPD, the Open Molecules 2025 dataset).

Its multiplicity is 2. Its HOMO energy (spin up / spin down) is -7.2546 / -7.2544 eV. The HOMO-LUMO gap (spin up / spin down) is 7.34 / 5.24 eV. As for the lowest unoccupied orbital energy (spin up / spin down): 0.0030 / -0.0739 Ha. The charge is 0. The value obtained for the energy above the lowest of the compared OMol25 structures with the same formula, charge and spin is 84.8 kJ/mol.

Cartesian coordinates (Å):
Pb: -2.002 -2.582 -0.609
C: 2.102 -2.704 5.009
C: 1.053 -3.199 4.051
C: 1.111 -4.737 3.900
P: 0.923 -2.471 2.379
C: 1.194 -0.599 2.460
N: 0.195 0.289 1.751
Ge: 0.350 0.664 -0.099
N: -1.098 2.021 -0.585
C: -2.250 1.606 -1.429
P: -3.260 0.197 -0.719
C: -4.643 0.041 -1.974
C: -4.928 -1.476 -2.250
C: -4.399 0.808 -3.248
C: -4.047 0.906 0.769
C: -4.538 -0.343 1.511
C: -5.092 2.070 0.680
C: -0.795 3.402 -0.587
C: -1.120 4.229 -1.702
C: -0.625 5.521 -1.764
C: 0.226 6.028 -0.808
C: 0.552 5.257 0.296
C: 0.008 3.954 0.408
N: 0.442 3.036 1.464
C: -0.500 2.619 2.421
C: -1.206 3.480 3.331
C: -2.054 2.903 4.263
C: -2.287 1.530 4.349
C: -1.518 0.703 3.485
C: -0.648 1.197 2.517
C: 1.871 2.926 1.664
C: 2.454 3.452 2.790
C: 3.799 3.263 3.074
C: 4.629 2.522 2.190
C: 4.020 1.903 1.107
C: 2.656 2.116 0.775
N: 2.145 1.481 -0.368
C: 2.789 1.764 -1.724
P: 2.011 0.775 -3.098
C: 3.058 -0.752 -3.146
C: 4.298 -0.727 -4.004
C: 2.223 -1.978 -3.477
C: 2.145 1.479 -4.793
C: 3.443 2.326 -4.844
C: 0.802 2.181 -5.186
C: 2.212 -3.163 1.153
C: 3.650 -2.539 1.243
C: 2.332 -4.708 0.892
H: 2.244 -3.464 5.822
H: 1.776 -1.718 5.451
H: 3.148 -2.536 4.540
H: 0.068 -2.950 4.370
H: 2.157 -5.164 3.878
H: 0.595 -5.046 2.964
H: 0.638 -5.223 4.772
H: 2.258 -0.403 2.121
H: 1.161 -0.369 3.571
H: -1.889 1.278 -2.421
H: -2.879 2.540 -1.567
H: -5.497 0.408 -1.408
H: -4.187 -1.847 -2.931
H: -5.919 -1.510 -2.777
H: -5.045 -2.118 -1.374
H: -3.446 0.702 -3.747
H: -4.512 1.866 -2.979
H: -5.191 0.430 -3.878
H: -3.169 1.370 1.308
H: -5.471 -0.632 0.967
H: -4.821 -0.163 2.604
H: -3.806 -1.205 1.494
H: -5.578 2.070 -0.276
H: -4.673 3.056 0.877
H: -5.748 1.887 1.524
H: -1.681 3.783 -2.555
H: -0.879 6.148 -2.625
H: 0.714 6.975 -0.916
H: 1.036 5.686 1.240
H: -1.070 4.572 3.361
H: -2.667 3.522 4.958
H: -2.970 1.003 5.066
H: -1.701 -0.372 3.587
H: 1.808 3.886 3.509
H: 4.286 3.727 3.968
H: 5.688 2.537 2.294
H: 4.632 1.285 0.427
H: 3.870 1.472 -1.637
H: 2.792 2.859 -1.906
H: 3.332 -0.913 -2.059
H: 4.027 -0.962 -5.042
H: 5.018 -1.523 -3.647
H: 4.742 0.261 -3.916
H: 2.016 -2.074 -4.542
H: 1.276 -2.028 -2.943
H: 2.798 -2.847 -3.196
H: 2.216 0.622 -5.516
H: 4.131 1.912 -5.528
H: 3.865 2.396 -3.829
H: 3.095 3.324 -5.138
H: 0.520 2.897 -4.320
H: -0.015 1.459 -5.334
H: 1.012 2.794 -6.076
H: 1.786 -2.713 0.214
H: 4.190 -2.760 2.223
H: 3.673 -1.454 1.032
H: 4.248 -3.047 0.462
H: 1.329 -5.061 0.522
H: 2.653 -5.303 1.748
H: 3.078 -4.835 0.085
S: -1.053 -2.870 1.915
S: 1.402 -5.816 -2.764
C: 0.699 -4.588 -1.890
N: 0.128 -3.640 -1.479
F: -3.503 -6.246 1.951
C: -4.268 -5.877 0.905
F: -5.400 -5.339 1.436
F: -4.642 -6.995 0.209
C: -3.539 -4.832 -0.031
O: -3.964 -3.649 0.078
O: -2.602 -5.307 -0.727

=====

# C42H60F7NO21S2

A 7-piece molecular cluster, C42H60F7NO21S2 overall (wB97M-V/def2-TZVPD, the Open Molecules 2025 dataset).

Its multiplicity is 1. Its HOMO energy is -7.7909 eV. The HOMO-LUMO gap is 7.92 eV. As for the lowest unoccupied orbital energy: 0.0048 Ha. The charge is 0. The SMILES is C=C[C@]1(CCCCN(CCCC)C(=S)SCCC)OC(=O)O[C@@]1(CCCC)C(F)(F)C(F)(F)C(F)(F)F.O=C1OCCO1.O=C1OCCO1.O=C1OCCO1.O=C1OCCO1.O=C1OCCO1.O=C1OCCO1.

Cartesian coordinates (Å):
C: 4.184 2.152 2.081
C: 3.615 1.150 1.379
C: 3.145 1.461 -0.057
C: 1.811 2.216 0.219
C: 0.932 2.650 -0.980
C: -0.532 2.076 -0.921
C: -0.935 1.306 -2.200
N: -1.518 -0.030 -1.948
C: -2.126 -0.553 -3.207
C: -1.380 -1.766 -3.840
C: -0.511 -2.588 -2.867
C: -1.261 -3.811 -2.284
C: -2.574 0.028 -0.994
S: -2.567 -1.082 0.211
S: -3.879 1.251 -1.124
C: -4.270 1.626 0.611
C: -5.695 1.182 1.011
C: -6.784 1.959 0.182
O: 2.686 0.194 -0.569
C: 2.741 0.215 -1.935
O: 2.190 -0.455 -2.665
O: 3.667 1.190 -2.242
C: 4.201 1.860 -1.111
C: 5.604 1.189 -0.782
C: 5.721 -0.336 -1.024
C: 5.433 -1.282 0.169
C: 6.212 -0.942 1.482
C: 4.611 3.303 -1.498
F: 5.514 3.719 -0.598
F: 5.224 3.254 -2.693
C: 3.631 4.504 -1.648
F: 2.956 4.818 -0.555
F: 4.478 5.571 -1.756
C: 2.773 4.602 -2.966
F: 1.583 5.108 -2.694
F: 2.643 3.484 -3.633
F: 3.322 5.468 -3.799
H: 3.611 3.079 2.192
H: 5.195 2.105 2.492
H: 3.491 0.136 1.763
H: 1.207 1.543 0.841
H: 1.981 3.087 0.865
H: 0.801 3.733 -0.909
H: 1.313 2.398 -1.976
H: -1.227 2.923 -0.845
H: -0.685 1.499 0.001
H: -1.681 1.912 -2.749
H: -0.102 1.165 -2.906
H: -3.152 -0.892 -2.991
H: -2.237 0.213 -3.980
H: -2.157 -2.451 -4.213
H: -0.838 -1.437 -4.737
H: -0.027 -2.005 -2.079
H: 0.308 -3.024 -3.468
H: -1.512 -4.519 -3.087
H: -2.198 -3.534 -1.785
H: -0.563 -4.330 -1.611
H: -4.229 2.712 0.757
H: -3.574 1.162 1.317
H: -5.803 0.095 0.965
H: -5.850 1.497 2.053
H: -7.772 1.890 0.624
H: -6.803 1.600 -0.854
H: -6.472 3.015 0.215
H: 5.929 1.438 0.230
H: 6.389 1.628 -1.410
H: 5.181 -0.718 -1.899
H: 6.783 -0.521 -1.255
H: 5.784 -2.277 -0.145
H: 4.376 -1.405 0.415
H: 6.853 -0.057 1.416
H: 5.482 -0.875 2.300
H: 6.855 -1.792 1.757
C: 5.261 0.391 6.195
C: 5.730 -1.024 6.430
O: 4.581 -1.796 6.073
C: 3.830 -1.045 5.222
O: 2.897 -1.458 4.612
O: 4.286 0.230 5.162
H: 6.063 1.051 5.872
H: 4.776 0.823 7.073
H: 6.560 -1.305 5.778
H: 6.015 -1.207 7.464
C: 1.598 -4.282 -6.947
C: 0.993 -2.987 -7.433
O: -0.406 -3.223 -7.287
C: -0.565 -4.184 -6.342
O: -1.609 -4.492 -5.866
O: 0.627 -4.747 -6.011
H: 2.564 -4.142 -6.466
H: 1.702 -5.021 -7.745
H: 1.274 -2.134 -6.812
H: 1.243 -2.768 -8.469
C: -3.046 3.592 -5.938
C: -3.126 3.294 -7.415
O: -2.242 2.182 -7.558
C: -2.156 1.565 -6.350
O: -1.636 0.512 -6.164
O: -2.746 2.313 -5.379
H: -3.978 3.981 -5.534
H: -2.236 4.283 -5.692
H: -4.127 2.992 -7.728
H: -2.800 4.130 -8.031
C: -2.960 1.067 5.801
C: -4.215 0.318 5.429
O: -4.943 1.286 4.671
C: -4.046 2.179 4.173
O: -4.302 3.010 3.363
O: -2.818 1.991 4.723
H: -2.089 0.419 5.873
H: -3.066 1.626 6.733
H: -4.014 -0.548 4.794
H: -4.787 -0.004 6.297
C: -8.334 -1.296 2.107
C: -9.581 -2.038 1.699
O: -10.275 -1.073 0.916
C: -9.359 -0.187 0.441
O: -9.595 0.640 -0.377
O: -8.140 -0.376 1.030
H: -7.472 -1.952 2.211
H: -8.465 -0.730 3.032
H: -9.365 -2.910 1.078
H: -10.183 -2.350 2.551
C: 2.523 -4.259 6.972
C: 3.529 -5.371 7.121
O: 3.758 -5.396 8.531
C: 2.664 -4.857 9.138
O: 2.465 -4.881 10.309
O: 1.834 -4.287 8.225
H: 1.833 -4.425 6.147
H: 2.992 -3.285 6.850
H: 3.133 -6.340 6.810
H: 4.453 -5.177 6.581

=====

# C42H60N2P2PtSSi

C42H60N2P2PtSSi as an isolated structure (wB97M-V/def2-TZVPD, the Open Molecules 2025 dataset).

Its multiplicity is 1. Its HOMO energy is -13.7629 eV. The HOMO-LUMO gap is 5.68 eV. As for the lowest unoccupied orbital energy: -0.2971 Ha. The charge is +2.

Cartesian coordinates (Å):
Pt: -0.989 0.177 -0.485
C: 2.204 0.324 1.773
Si: 0.456 -0.045 1.348
C: -0.894 1.289 1.683
C: -1.681 1.101 2.842
C: -2.607 2.048 3.218
C: -2.837 3.165 2.410
C: -2.095 3.369 1.257
C: -1.122 2.447 0.889
P: 0.027 2.519 -0.519
C: 1.290 3.799 -0.054
C: 2.447 3.446 0.883
C: 3.201 4.719 1.336
C: 3.016 5.873 0.356
C: 1.530 6.260 0.263
C: 0.609 5.055 0.524
C: -0.574 3.133 -2.156
C: 0.554 2.673 -3.141
C: 1.239 3.853 -3.827
C: 0.226 4.660 -4.643
C: -1.111 4.818 -3.891
C: -0.927 4.610 -2.386
C: 0.020 -1.669 2.103
C: 0.832 -2.243 3.087
C: 0.533 -3.487 3.618
C: -0.581 -4.178 3.162
C: -1.389 -3.635 2.173
C: -1.090 -2.386 1.632
P: -2.110 -1.680 0.308
C: -3.681 -1.119 1.082
C: -4.393 -2.160 1.964
C: -5.590 -1.521 2.669
C: -6.566 -0.924 1.663
C: -5.860 0.115 0.802
C: -4.646 -0.472 0.080
C: -2.297 -2.969 -0.974
C: -3.016 -4.274 -0.607
C: -3.361 -5.033 -1.902
C: -2.299 -4.814 -2.991
C: -0.925 -4.594 -2.371
C: -0.897 -3.296 -1.542
H: 2.187 0.562 2.844
H: 2.634 1.165 1.238
H: 2.848 -0.544 1.620
H: -1.521 0.231 3.472
H: -3.165 1.922 4.137
H: -3.598 3.881 2.694
H: -2.286 4.235 0.637
H: 1.696 4.037 -1.040
H: 3.131 2.753 0.388
H: 2.048 2.959 1.778
H: 4.255 4.481 1.471
H: 2.830 5.031 2.315
H: 3.402 5.592 -0.628
H: 3.604 6.733 0.674
H: 1.314 6.668 -0.727
H: 1.291 7.048 0.979
H: -0.374 5.253 0.107
H: 0.467 4.895 1.596
H: -1.485 2.566 -2.344
H: 0.086 2.053 -3.901
H: 1.295 2.037 -2.644
H: 2.045 3.489 -4.466
H: 1.720 4.502 -3.088
H: 0.052 4.162 -5.598
H: 0.646 5.638 -4.882
H: -1.842 4.088 -4.254
H: -1.538 5.803 -4.075
H: -1.849 4.861 -1.856
H: -0.154 5.285 -2.026
H: 1.708 -1.718 3.452
H: 1.167 -3.917 4.382
H: -0.822 -5.151 3.572
H: -2.252 -4.195 1.842
H: -3.327 -0.332 1.759
H: -3.708 -2.566 2.706
H: -4.754 -2.993 1.356
H: -5.234 -0.736 3.347
H: -6.081 -2.271 3.292
H: -7.423 -0.482 2.172
H: -6.960 -1.721 1.022
H: -5.523 0.941 1.441
H: -6.541 0.545 0.066
H: -4.145 0.326 -0.472
H: -4.972 -1.217 -0.654
H: -2.879 -2.475 -1.754
H: -3.923 -4.105 -0.030
H: -2.351 -4.893 0.001
H: -4.340 -4.713 -2.264
H: -3.448 -6.094 -1.663
H: -2.557 -3.935 -3.587
H: -2.280 -5.665 -3.672
H: -0.152 -4.545 -3.137
H: -0.669 -5.446 -1.734
H: -0.554 -2.464 -2.157
H: -0.180 -3.407 -0.720
C: -0.410 -2.936 -6.099
C: -0.819 -1.573 -5.643
C: -0.782 -0.470 -6.493
C: -1.172 0.753 -5.988
N: -1.559 0.902 -4.714
C: -1.560 -0.211 -4.001
S: -2.324 -0.038 -2.376
N: -1.239 -1.436 -4.376
H: -0.385 -2.999 -7.185
H: -1.095 -3.689 -5.710
H: 0.589 -3.166 -5.722
H: -0.472 -0.574 -7.524
H: -1.175 1.647 -6.602

=====

# C42H62N5NaO2S

C42H62N5NaO2S as an isolated structure (wB97M-V/def2-TZVPD, the Open Molecules 2025 dataset).

Its multiplicity is 1. Its HOMO energy is -0.6467 eV. The HOMO-LUMO gap is 4.26 eV. As for the lowest unoccupied orbital energy: 0.1327 Ha. The charge is -2. The value obtained for the energy above the lowest of the compared OMol25 structures with the same formula, charge and spin is 0.0 kJ/mol.

Cartesian coordinates (Å):
Na: -0.566 0.328 0.122
C: -2.041 3.121 0.508
C: -2.613 3.236 -0.905
C: -2.844 1.943 -1.670
C: -3.729 1.962 -2.747
C: -4.062 0.705 -3.313
C: -3.392 -0.420 -2.954
C: -2.249 -0.332 -2.012
N: -2.229 0.866 -1.218
N: -0.596 2.877 0.664
C: 0.243 3.935 0.058
C: 1.770 3.669 -0.299
C: 2.347 5.051 -0.582
C: 3.430 5.524 0.068
C: 4.095 4.749 1.069
C: 3.533 3.508 1.346
N: 2.484 2.951 0.770
C: -0.293 2.874 2.103
C: -0.663 1.679 2.921
C: -1.273 1.841 4.166
C: -1.355 0.764 5.030
C: -0.859 -0.465 4.620
C: -0.347 -0.561 3.337
N: -0.230 0.480 2.510
H: -2.561 2.302 1.016
H: -2.300 4.054 1.044
H: -1.988 3.886 -1.520
H: -3.572 3.751 -0.817
H: -4.252 2.867 -3.031
H: -4.894 0.639 -4.010
H: -3.707 -1.402 -3.288
H: -2.221 -1.196 -1.344
H: 0.221 4.822 0.714
H: -0.220 4.240 -0.877
H: 1.831 5.655 -1.329
H: 3.802 6.519 -0.166
H: 4.972 5.108 1.590
H: 3.995 2.890 2.124
H: -0.693 3.787 2.577
H: 0.800 2.898 2.145
H: -1.650 2.813 4.454
H: -1.808 0.875 6.007
H: -0.907 -1.335 5.263
H: -0.038 -1.520 2.934
O: 4.329 -1.379 0.710
S: 2.976 -1.190 1.321
C: 2.548 -2.819 2.031
C: 3.482 -2.959 3.220
C: 3.293 -1.667 4.017
C: 3.279 -0.514 3.005
H: 2.672 -3.563 1.248
H: 1.494 -2.788 2.324
H: 4.510 -3.027 2.852
H: 3.270 -3.849 3.815
H: 4.077 -1.537 4.765
H: 2.336 -1.707 4.544
H: 4.244 -0.019 2.905
H: 2.507 0.233 3.200
C: -1.074 -6.752 -0.226
C: -0.682 -5.292 -0.214
C: 0.414 -4.865 -0.963
C: 0.747 -3.502 -0.965
C: 1.859 -2.987 -1.851
C: 0.012 -2.624 -0.203
C: -1.166 -2.985 0.530
C: -1.453 -4.391 0.507
N: -1.829 -1.984 1.115
C: -3.165 -2.139 1.664
C: -4.180 -2.689 0.641
C: -3.208 -2.991 2.951
C: -3.649 -0.723 2.023
H: -0.258 -7.375 -0.598
H: -1.941 -6.915 -0.874
H: -1.343 -7.097 0.775
H: 0.986 -5.573 -1.557
H: 2.363 -3.808 -2.366
H: 2.612 -2.425 -1.295
H: 1.439 -2.311 -2.603
H: 0.278 -1.574 -0.192
H: -2.301 -4.788 1.051
H: -3.964 -3.718 0.352
H: -4.145 -2.070 -0.261
H: -5.197 -2.651 1.049
H: -2.905 -4.023 2.763
H: -4.217 -2.999 3.381
H: -2.522 -2.564 3.686
H: -3.569 -0.088 1.134
H: -3.020 -0.294 2.809
H: -4.689 -0.732 2.370
C: -0.875 1.183 -4.426
C: -0.534 -0.231 -3.959
C: -1.039 -1.289 -4.946
O: -0.856 -0.495 -2.608
H: -0.309 1.415 -5.334
H: -0.606 1.901 -3.649
H: -1.939 1.289 -4.632
H: 0.556 -0.313 -3.965
H: -2.112 -1.201 -5.096
H: -0.820 -2.288 -4.557
H: -0.532 -1.166 -5.911
C: 2.903 2.205 -3.774
C: 3.112 2.849 -2.405
C: 4.301 2.183 -1.710
C: 1.808 2.801 -1.593
H: 3.821 2.257 -4.371
H: 2.103 2.696 -4.333
H: 2.637 1.151 -3.655
H: 3.359 3.902 -2.562
H: 4.134 1.105 -1.601
H: 4.461 2.598 -0.717
H: 5.216 2.330 -2.296
H: 1.594 1.763 -1.311
H: 0.997 3.132 -2.256